Entry 1:
DFT (ωB97M-V/def2-TZVPD) results for a 11-piece molecular cluster, C6H37N2O10 overall in a non-equilibrium geometry.

strongest force on any atom	2.7	eV/A
E	-1112.448259	hartree
net charge	+1
highest occupied orbital energy	-0.4226	Eh
energy above the lowest of the compared OMol25 structures with the same formula, charge and spin	2.904	eV
spin multiplicity	1

Cartesian coordinates (Å):
O -0.251489 -4.067968 1.500432
O 2.744298 -0.518060 -3.582299
O 0.752005 -2.344728 -2.112525
O 1.979783 -0.061961 0.374181
O 3.923320 1.046684 2.514622
O 2.110981 2.284368 -0.974672
O 3.757607 -2.132292 0.213466
O -1.253770 -1.696321 2.365631
O -1.342123 0.651526 -3.760355
O 1.730421 -0.967669 4.256134
N -0.064647 2.359605 0.833937
N -1.707512 -2.449997 -0.150386
C -2.757428 -1.764302 -0.955910
C -3.221042 -0.442700 -0.386752
C -1.125128 2.854582 -0.088997
C -1.577695 4.265271 0.205825
C -2.293998 1.890492 0.119892
C -2.276239 0.678331 -0.811110
H 4.051431 1.992705 2.625286
H -0.743485 2.806866 -1.117627
H 2.121442 1.696437 -0.204332
H 0.620891 3.096014 0.963002
H -4.280275 -0.252300 -0.474682
H -1.919174 0.259132 -4.421323
H -0.984542 -2.887266 -0.733322
H 2.566397 0.009494 -2.811141
H -3.580085 -2.455618 -1.139039
H 1.479932 -2.283740 -1.503581
H -0.615636 -1.756655 3.086914
H -0.873228 -4.579360 2.028281
H 0.470353 -4.516982 1.944676
H -1.233666 0.383145 -0.959933
H -0.804235 4.984918 -0.080985
H -2.167842 -3.183263 0.376203
H 2.568765 -1.420626 4.349496
H -3.134135 -0.534347 0.716897
H 3.716345 -1.234614 -0.118115
H 1.077422 -1.700360 -2.749236
H 3.231027 -0.163871 -4.324276
H -2.585842 0.955719 -1.815471
H -2.300550 1.613462 1.175771
H -1.172756 -1.834130 0.489633
H 4.676161 -2.136651 0.501169
H 3.088105 0.792570 2.918846
H -0.902201 1.389352 -4.155165
H 2.445422 -0.055000 1.226715
H -2.343706 -1.550558 -1.944675
H 1.752494 -0.257557 4.904552
H -2.488391 4.639048 -0.258749
H -0.955427 -0.902761 1.896811
H 2.646543 2.037968 -1.713416
H -1.782497 4.431829 1.272935
H -3.239933 2.422812 -0.006455
H 0.367904 1.616470 0.311977
H 2.099626 -1.007143 0.181244

Cartesian forces (eV/Å) of the 3 atoms listed first:
0.092 -1.099 0.699
-0.711 -1.820 0.054
-0.265 0.333 0.168

Löwdin atomic charge list, values in e, 2 entries: -0.044 -0.028

=====

Entry 2:
DFT (ωB97M-V/def2-TZVPD) results for a 15-piece molecular cluster, C6H37NO14 overall in a non-equilibrium geometry.

strongest force on any atom	5.7	eV/A
E	-1358.751670	hartree
net charge	0
highest occupied orbital energy	-0.3183	Eh
energy above the lowest of the compared OMol25 structures with the same formula, charge and spin	6.278	eV
spin multiplicity	1

Cartesian coordinates (Å):
O 4.396132 -1.548596 0.150840
O 0.363330 3.432404 3.022947
O 3.825841 0.111367 -2.747203
O -1.874589 2.402871 1.042407
O -3.042534 -2.162727 1.234386
O 3.257717 -1.052684 3.171726
O 4.389131 1.040831 -0.163065
O -0.418041 -3.872687 -2.284322
O -2.819711 2.185943 -1.826132
O 1.681564 -1.964025 -2.225888
O -3.397821 -0.856428 -1.645888
O -1.793182 0.710568 3.786263
O -4.032314 1.378496 1.442117
O -1.389294 -1.840508 -3.515491
N 0.627427 1.740874 -1.679424
C -0.280797 0.602173 -1.780602
C -0.789308 -1.199236 0.067528
C -0.226913 0.051030 -0.480480
C 0.921832 0.371827 1.739293
C 1.179286 1.765422 -0.450715
C 0.719122 0.808528 0.321525
H 0.735481 -1.719485 -2.085079
H -3.175424 2.564452 -0.956089
H 2.870167 -0.109233 3.230964
H 0.729552 3.459533 3.838490
H 3.677780 1.472373 0.453758
H 0.456589 -3.546696 -1.895282
H -3.886474 -2.432904 1.513199
H -1.436058 1.478579 0.819614
H 4.060337 1.067556 -1.036982
H -4.659837 0.609378 1.239941
H -0.864656 -1.153133 1.169985
H 3.330900 0.072768 -3.514020
H -1.284427 3.127306 0.815393
H 2.109739 -1.769867 -1.364816
H -3.167566 -0.052911 -2.147666
H 0.477226 0.945401 2.489833
H -3.698004 -1.441508 -2.254290
H -3.438695 -1.627425 0.331483
H -3.512975 1.460755 2.216997
H -1.497729 1.142679 4.527009
H 0.750459 2.354490 -2.417496
H 2.085766 0.637991 1.893801
H -0.987947 -2.319975 -2.763286
H -2.472077 1.298560 -1.543310
H -1.707038 -2.537616 -4.066024
H 0.001800 -2.006799 -0.078861
H 2.755546 -1.691569 3.564059
H -0.486145 0.328002 -2.792001
H -0.365604 4.143040 2.992323
H 4.539750 -1.341376 1.103971
H 3.829888 -0.813149 -2.428473
H -1.164924 -4.208573 -1.840810
H 2.005340 2.424343 -0.149667
H -1.675352 -1.576200 -0.341855
H 0.681084 -0.730774 1.694969
H -1.343034 1.108226 2.954519
H 4.429688 -0.721681 -0.354125

Cartesian forces (eV/Å) of the 3 atoms listed first:
-0.091 -0.882 0.363
-3.476 1.369 -4.260
1.753 -0.596 2.723

Löwdin atomic charge list, values in e, 2 entries: -0.094 -0.033